1.
{
  "formula": "C30H53Br25O3",
  "method": "the ωB97M-V functional and the def2-TZVPD basis",
  "energy_ha": -65750.82057,
  "homo_energy_ev": -8.59,
  "mol_weight_g_mol": 2459.4,
  "spin_multiplicity": 1,
  "charge": 0,
  "elements": ["C", "C", "C", "O", "C", "O", "O", "C", "C", "Br", "H", "H", "H", "H", "H", "Br", "C", "C", "Br", "H", "H", "H", "H", "Br", "C", "C", "Br", "H", "H", "H", "H", "Br", "C", "C", "Br", "H", "H", "H", "H", "Br", "C", "C", "Br", "H", "H", "H", "H", "Br", "C", "C", "Br", "H", "H", "H", "H", "Br", "C", "C", "Br", "H", "H", "H", "H", "Br", "C", "C", "Br", "H", "H", "H", "H", "Br", "C", "C", "Br", "H", "H", "H", "H", "Br", "C", "C", "Br", "H", "H", "H", "H", "Br", "C", "C", "Br", "H", "H", "H", "H", "Br", "C", "C", "Br", "H", "H", "H", "H", "Br", "C", "C", "Br", "H", "H", "H", "H"],
  "coordinates": [[6.09, -1.60, -0.50], [4.98, -1.16, -0.44], [3.60, -0.61, -0.21], [3.02, -1.58, 0.68], [3.21, -1.07, 1.94], [2.61, -1.49, 2.87], [4.06, 0.01, 1.92], [3.72, 0.65, 0.71], [2.49, 1.54, 0.78], [5.13, 1.78, -0.08], [7.16, -1.66, -0.40], [3.05, -0.47, -1.14], [1.72, 0.99, 1.35], [2.10, 1.82, -0.20], [2.69, 2.44, 1.36], [1.07, 4.30, 2.04], [1.91, 4.29, 3.80], [1.10, 3.50, 4.79], [-0.47, 4.49, 5.38], [2.04, 5.32, 4.09], [2.89, 3.82, 3.65], [1.67, 3.30, 5.69], [0.74, 2.55, 4.39], [-2.83, 8.01, 3.54], [-1.36, 7.71, 2.30], [-1.87, 7.54, 0.89], [-2.64, 5.77, 0.62], [-0.81, 6.85, 2.66], [-0.74, 8.60, 2.37], [-1.04, 7.60, 0.18], [-2.63, 8.26, 0.62], [-3.36, 5.76, 9.11], [-4.45, 4.25, 8.55], [-3.88, 3.57, 7.34], [-4.22, 4.60, 5.72], [-5.46, 4.63, 8.39], [-4.46, 3.57, 9.40], [-4.37, 2.61, 7.17], [-2.81, 3.43, 7.40], [4.28, -4.49, -4.06], [5.34, -5.89, -3.23], [5.34, -5.77, -1.73], [6.47, -4.32, -1.10], [6.34, -5.82, -3.66], [4.88, -6.83, -3.54], [5.74, -6.67, -1.28], [4.35, -5.57, -1.33], [0.92, -1.87, -4.00], [-0.11, -0.84, -2.71], [-0.15, 0.62, -3.08], [1.53, 1.52, -2.69], [0.35, -1.01, -1.74], [-1.11, -1.26, -2.72], [-0.90, 1.15, -2.49], [-0.35, 0.78, -4.14], [6.33, -6.20, -7.64], [6.43, -8.14, -7.71], [5.58, -8.77, -6.64], [6.43, -8.64, -4.89], [7.48, -8.41, -7.63], [6.06, -8.41, -8.70], [5.46, -9.84, -6.82], [4.60, -8.31, -6.55], [-6.28, 9.67, 5.78], [-7.37, 8.16, 5.20], [-6.80, 7.50, 3.98], [-7.14, 8.54, 2.37], [-8.37, 8.55, 5.03], [-7.38, 7.48, 6.04], [-7.28, 6.54, 3.81], [-5.72, 7.35, 4.04], [-10.63, 6.91, 4.84], [-11.33, 8.49, 3.94], [-12.78, 8.33, 3.59], [-13.02, 7.18, 2.04], [-10.70, 8.67, 3.07], [-11.20, 9.31, 4.65], [-13.21, 9.29, 3.30], [-13.37, 7.90, 4.39], [10.25, -8.00, -7.05], [11.27, -8.61, -8.59], [10.43, -8.62, -9.84], [9.20, -10.13, -9.86], [11.66, -9.59, -8.33], [12.09, -7.90, -8.69], [11.05, -8.74, -10.72], [9.82, -7.72, -9.94], [-0.74, 2.93, 1.72], [-2.25, 1.70, 1.75], [-2.21, 0.75, 0.59], [-2.77, 1.62, -1.06], [-3.15, 2.31, 1.77], [-2.16, 1.16, 2.69], [-2.92, -0.06, 0.74], [-1.22, 0.34, 0.41], [4.39, -9.09, -2.39], [3.35, -9.21, -0.74], [1.93, -8.75, -0.93], [1.79, -6.81, -1.01], [3.89, -8.65, 0.01], [3.36, -10.27, -0.48], [1.32, -9.04, -0.08], [1.48, -9.13, -1.85], [-6.74, 0.58, -0.88], [-6.36, -0.88, -2.11], [-6.01, -2.14, -1.38], [-4.19, -2.07, -0.68], [-5.57, -0.54, -2.77], [-7.28, -1.02, -2.68], [-6.02, -3.00, -2.05], [-6.66, -2.34, -0.53]]
}

2.
{
  "formula": "C20H21N3O2",
  "method": "the ωB97M-V functional and the def2-TZVPD basis",
  "energy_ha": -1089.42373,
  "homo_energy_ev": -7.83,
  "smiles": "O=c1c2cnc3c(c2[nH]n1-c1ccc(OC2CCC2)cc1)CCCC3",
  "mol_weight_g_mol": 335.4,
  "spin_multiplicity": 1,
  "charge": 0,
  "relative_energy_kcal_mol": 80.7,
  "elements": ["O", "N", "O", "C", "C", "C", "C", "C", "C", "C", "C", "C", "C", "C", "C", "N", "N", "C", "C", "C", "C", "C", "C", "C", "C", "H", "H", "H", "H", "H", "H", "H", "H", "H", "H", "H", "H", "H", "H", "H", "H", "H", "H", "H", "H", "H"],
  "coordinates": [[1.23, 2.54, -1.04], [2.44, 3.68, 2.88], [-2.51, -2.49, -3.61], [0.94, 1.92, -0.07], [2.07, 3.46, 1.62], [1.98, 2.83, 3.82], [-1.84, -2.00, -1.41], [-1.17, -0.47, -3.16], [-1.12, -1.23, -0.47], [-0.49, 0.33, -2.23], [-1.84, -1.65, -2.76], [1.32, 2.36, 1.24], [0.83, 1.49, 2.16], [-0.47, -0.04, -0.88], [1.17, 1.71, 3.47], [0.10, 0.51, 1.49], [0.20, 0.73, 0.09], [2.48, 3.04, 5.23], [0.62, 0.81, 4.54], [1.60, 2.31, 6.28], [1.44, 0.86, 5.85], [-1.28, -3.85, -6.22], [-2.73, -3.54, -5.85], [-0.86, -2.57, -5.56], [-2.28, -2.33, -5.03], [2.45, 4.13, 0.85], [-2.38, -2.90, -1.14], [-1.09, -0.19, -4.21], [-1.15, -1.54, 0.58], [0.01, 1.22, -2.58], [0.07, -0.48, 1.80], [3.49, 2.67, 5.32], [2.46, 4.13, 5.45], [0.53, -0.23, 4.12], [-0.41, 1.11, 4.74], [0.60, 2.80, 6.35], [2.06, 2.40, 7.28], [0.95, 0.30, 6.67], [2.40, 0.37, 5.65], [-0.83, -4.72, -5.73], [-1.07, -3.93, -7.27], [-3.19, -4.31, -5.20], [-3.35, -3.34, -6.73], [-0.46, -1.81, -6.22], [-0.15, -2.69, -4.73], [-2.76, -1.41, -5.42]]
}

3.
{
  "formula": "C20H30Br2ClLiN4O6PS3",
  "method": "the ωB97M-V functional and the def2-TZVPD basis",
  "energy_ha": -8601.98606,
  "homo_energy_ev": -10.59,
  "mol_weight_g_mol": 751.9,
  "spin_multiplicity": 1,
  "charge": 1,
  "elements": ["C", "C", "Br", "C", "Br", "C", "C", "P", "N", "O", "N", "N", "C", "C", "C", "C", "S", "O", "O", "Cl", "C", "C", "O", "O", "C", "C", "C", "C", "S", "C", "S", "N", "C", "C", "O", "C", "C", "H", "H", "H", "H", "H", "H", "H", "H", "H", "H", "H", "H", "H", "H", "H", "H", "H", "H", "H", "H", "H", "H", "H", "H", "H", "H", "H", "H", "H", "H", "Li"],
  "coordinates": [[0.11, -3.04, -1.07], [-0.08, -3.05, 0.46], [-1.82, -3.89, 0.86], [-0.14, -1.65, 1.04], [-0.32, -1.65, 2.99], [1.01, -0.73, 0.70], [2.38, -0.99, 1.00], [2.90, -2.61, 1.80], [4.44, -2.17, 2.37], [3.24, -3.54, 0.44], [3.37, -0.18, 0.79], [3.09, 1.02, 0.24], [4.26, 1.90, 0.10], [4.53, 2.63, 1.41], [3.49, 3.71, 1.70], [3.70, 4.43, 3.04], [2.34, 4.18, 4.17], [2.32, 2.86, 4.69], [2.29, 5.26, 5.10], [0.64, 4.40, 2.96], [1.86, 1.35, -0.11], [1.64, 2.75, -0.69], [0.92, 3.45, 0.04], [2.18, 3.00, -1.77], [0.75, 0.48, 0.09], [-0.61, 0.94, -0.32], [-0.77, 1.12, -1.85], [-2.27, 1.32, -2.13], [-3.12, -0.21, -2.55], [-3.99, -0.67, -1.10], [-4.18, 0.30, 0.20], [-4.56, -1.95, -1.10], [-6.01, -1.95, -1.44], [-6.27, -2.16, -2.91], [-5.69, -3.40, -3.30], [-4.29, -3.23, -3.27], [-3.83, -3.00, -1.83], [1.07, -3.46, -1.33], [-0.04, -2.06, -1.50], [-0.62, -3.70, -1.53], [0.64, -3.71, 0.93], [-1.06, -1.22, 0.70], [4.88, -1.50, 1.73], [5.02, -3.00, 2.30], [3.04, -3.06, -0.37], [5.09, 1.22, -0.08], [4.17, 2.53, -0.77], [4.45, 1.88, 2.20], [5.55, 2.99, 1.48], [2.52, 3.22, 1.74], [3.48, 4.41, 0.87], [4.58, 4.12, 3.59], [3.73, 5.50, 2.89], [-1.41, 0.28, 0.01], [-0.81, 1.92, 0.11], [-0.26, 2.01, -2.19], [-0.38, 0.25, -2.38], [-2.72, 1.71, -1.22], [-2.42, 2.02, -2.94], [-6.50, -2.73, -0.87], [-6.42, -0.98, -1.14], [-7.34, -2.27, -3.06], [-5.88, -1.34, -3.52], [-3.80, -4.13, -3.64], [-3.99, -2.42, -3.94], [-4.01, -3.93, -1.29], [-2.76, -2.82, -1.81], [-1.31, 3.28, 4.26]]
}

4.
{
  "formula": "C3H37NO15",
  "method": "the ωB97M-V functional and the def2-TZVPD basis",
  "energy_ha": -1319.85093,
  "homo_energy_ev": -9.12,
  "mol_weight_g_mol": 327.3,
  "spin_multiplicity": 1,
  "charge": 0,
  "relative_energy_kcal_mol": 29.2,
  "elements": ["C", "N", "C", "O", "C", "H", "H", "H", "H", "H", "H", "H", "H", "H", "H", "H", "O", "H", "H", "O", "H", "H", "O", "H", "H", "O", "H", "H", "O", "H", "H", "O", "H", "H", "O", "H", "H", "O", "H", "H", "O", "H", "H", "O", "H", "H", "O", "H", "H", "O", "H", "H", "O", "H", "H", "O"],
  "coordinates": [[1.93, -0.60, 0.30], [0.80, -0.17, 1.09], [-0.34, -0.98, 1.29], [-1.20, -0.95, 0.15], [3.23, -0.51, 1.06], [2.01, -0.04, -0.70], [1.66, -1.66, -0.09], [0.55, 0.81, 1.03], [-1.00, -0.63, 2.13], [-0.14, -2.09, 1.33], [-1.45, -0.06, -0.12], [3.44, 0.52, 1.38], [4.05, -0.97, 0.46], [3.08, -1.01, 2.03], [0.07, 0.45, -2.16], [0.70, 1.91, -2.19], [-0.12, 1.41, -2.13], [0.01, 3.92, 0.31], [1.23, 4.86, 0.29], [1.01, 3.93, 0.16], [-3.25, -3.50, 2.13], [-2.30, -2.36, 1.63], [-2.93, -2.62, 2.30], [2.75, -1.18, -1.94], [3.78, -2.03, -2.87], [3.10, -2.04, -2.18], [-2.08, -1.62, 3.81], [-1.20, -0.56, 4.59], [-1.90, -0.69, 3.96], [-0.87, -3.88, -0.47], [-1.75, -2.54, -0.25], [-1.71, -3.44, -0.62], [0.06, -1.58, -1.65], [-0.29, -1.70, -3.07], [0.47, -1.48, -2.53], [-1.66, 2.00, -1.41], [-3.26, 1.90, -1.03], [-2.35, 1.95, -0.73], [-2.80, 1.36, 1.84], [-1.65, 1.27, 2.92], [-2.01, 1.80, 2.21], [-4.02, -0.35, 2.16], [-3.86, 0.08, 0.63], [-4.22, 0.32, 1.49], [-1.27, 3.79, 1.70], [-1.89, 3.07, 0.45], [-1.53, 3.92, 0.79], [2.14, 3.71, -1.11], [2.00, 3.96, -2.65], [2.47, 3.42, -2.01], [1.31, -3.04, -1.70], [2.07, -4.36, -1.53], [1.19, -3.99, -1.55], [2.70, 1.54, -2.79], [2.31, 0.09, -3.34], [2.92, 0.60, -2.80]]
}

5.
{
  "formula": "C8H12FIN2",
  "method": "the ωB97M-V functional and the def2-TZVPD basis",
  "energy_ha": -819.06140,
  "homo_energy_ev": -8.54,
  "smiles": "CC(C)c1cn(C[C@@H](F)I)cn1",
  "mol_weight_g_mol": 282.1,
  "spin_multiplicity": 1,
  "charge": 0,
  "relative_energy_kcal_mol": 0.0,
  "elements": ["C", "C", "C", "C", "C", "C", "C", "C", "N", "N", "F", "I", "H", "H", "H", "H", "H", "H", "H", "H", "H", "H", "H", "H"],
  "coordinates": [[-0.74, 0.03, 1.16], [0.09, -1.95, 0.75], [-0.09, -0.02, -0.07], [-0.51, 0.53, -2.50], [1.45, 1.52, -1.29], [-1.04, -1.48, 3.08], [0.01, 1.03, -1.11], [0.04, -1.35, 4.03], [0.35, -1.24, -0.30], [-0.65, -1.23, 1.68], [0.24, 0.08, 4.23], [-0.50, -2.27, 5.84], [-1.03, 0.90, 1.72], [0.45, -2.93, 0.96], [0.26, -0.13, -3.06], [-0.64, 1.37, -3.16], [-1.40, -0.22, -2.35], [2.06, 0.62, -1.49], [1.80, 2.01, -0.33], [1.58, 2.21, -2.26], [-1.71, -0.66, 3.30], [-1.66, -2.42, 3.18], [-0.60, 1.78, -0.85], [0.98, -1.79, 3.86]]
}

Number 1: maximum force 7.63 eV/A. Number 2: maximum force 3.09 eV/A. Number 3: maximum force 2.01 eV/A. Number 4: maximum force 2.83 eV/A. Number 5: maximum force 3.89 eV/A.